Entry from OMol25: a structure of composition C30H42N4PrS4 (ωB97M-V with the def2-TZVPD basis set).

Geometry (Å):
Pr  0.043  0.119  0.101
C  -1.489  2.368  -3.293
C  -0.138  3.033  -3.086
S  1.154  2.021  -2.321
C  1.846  1.067  -3.696
C  0.932  0.065  -4.388
S  0.206  -1.089  -3.192
C  -1.382  -1.433  -3.996
C  -2.291  -2.217  -3.058
S  -2.525  -1.544  -1.390
C  -3.899  -0.385  -1.570
C  -3.629  0.874  -2.376
S  -2.233  1.838  -1.725
H  -1.391  1.493  -3.931
H  -2.162  3.075  -3.782
H  -0.240  3.903  -2.434
H  0.243  3.402  -4.040
H  2.700  0.555  -3.247
H  2.248  1.768  -4.430
H  1.513  -0.485  -5.129
H  0.130  0.576  -4.920
H  -1.215  -2.021  -4.901
H  -1.845  -0.492  -4.292
H  -1.885  -3.217  -2.902
H  -3.276  -2.345  -3.512
H  -4.168  -0.132  -0.542
H  -4.752  -0.917  -1.997
H  -4.521  1.502  -2.373
H  -3.409  0.624  -3.413
C  1.599  3.081  0.913
C  2.886  2.501  1.482
C  2.720  1.086  2.031
N  2.339  0.126  0.986
C  3.041  -0.967  0.790
C  4.176  -1.365  1.567
C  5.227  -2.189  1.245
C  5.450  -2.965  0.110
C  4.505  -3.263  -0.852
C  3.172  -2.886  -0.890
C  2.441  -1.968  -0.127
N  1.092  -1.907  -0.202
C  0.342  -3.153  -0.151
C  -0.207  -3.345  1.273
C  -1.429  -2.521  1.692
N  -1.224  -1.067  1.698
C  -1.971  -0.339  2.530
C  -3.110  -0.862  3.177
C  -3.818  -0.433  4.287
C  -3.538  0.612  5.150
C  -2.552  1.568  4.969
C  -1.752  1.800  3.863
C  -1.616  1.109  2.641
N  -1.083  1.654  1.547
C  -0.870  3.102  1.527
C  0.548  3.503  1.946
H  1.164  2.319  0.254
H  1.833  3.907  0.238
H  3.249  3.147  2.287
H  3.664  2.486  0.716
H  1.940  1.076  2.804
H  3.650  0.814  2.525
H  4.257  -0.891  2.533
H  6.014  -2.221  1.991
H  6.419  -3.436  0.019
H  4.819  -3.940  -1.638
H  2.578  -3.366  -1.661
H  0.977  -4.013  -0.395
H  -0.480  -3.155  -0.877
H  0.614  -3.151  1.969
H  -0.487  -4.394  1.403
H  -1.697  -2.850  2.701
H  -2.274  -2.784  1.042
H  -3.472  -1.789  2.752
H  -4.667  -1.054  4.552
H  -4.143  0.692  6.043
H  -2.433  2.286  5.773
H  -1.158  2.701  3.934
H  -1.608  3.600  2.161
H  -1.052  3.455  0.503
H  0.775  3.056  2.917
H  0.587  4.585  2.089

Max |F| (hartree/bohr): 0.0345
<S²>: 2.0021
Net charge: +1
Highest occupied orbital energy (alpha / beta) (Eh): -0.3484 / -0.3489
Kohn-Sham gap (alpha / beta) (Eh): 0.274 / 0.275
2S+1: 3


Entry from OMol25: a structure of composition C5H8O2 (ωB97M-V with the def2-TZVPD basis set).

Geometry (Å):
C  1.904  -0.211  0.642
C  0.624  0.134  -0.050
C  -0.168  -0.710  -0.997
C  -0.816  -0.155  0.264
O  -1.328  -0.956  1.259
C  -1.033  1.322  0.012
O  0.330  1.531  -0.289
H  2.768  -0.044  -0.012
H  1.899  -1.264  0.944
H  2.017  0.409  1.536
H  -0.457  -0.313  -1.970
H  0.047  -1.774  -0.949
H  -2.104  -1.410  0.906
H  -1.852  1.400  -1.146
H  -1.832  2.041  -0.150

Max |F| (hartree/bohr): 0.0709
Highest occupied orbital energy (Eh): -0.3123
Kohn-Sham gap (Eh): 0.336
Relative energy (zero: lowest compared OMol25 entry of this formula, charge and spin) (kJ/mol): 525.2


Entry from OMol25: a structure of composition C4H6S (ωB97M-V with the def2-TZVPD basis set).

Geometry (Å):
C  -0.970  -0.278  0.966
C  -0.927  0.640  -1.017
C  -2.082  0.292  -0.089
C  1.772  0.193  0.050
S  0.176  1.036  0.325
H  -0.609  -1.234  0.683
H  -2.863  -0.358  -0.453
H  -2.566  1.328  0.239
H  2.575  0.804  -0.444
H  1.817  -0.842  -0.525
H  2.346  -0.132  1.035

Max |F| (hartree/bohr): 0.0771
Highest occupied orbital energy (alpha / beta) (Eh): -0.2759 / -0.2759
Kohn-Sham gap (alpha / beta) (Eh): 0.273 / 0.273
Relative energy (zero: lowest compared OMol25 entry of this formula, charge and spin) (kJ/mol): 620.7


Entry from OMol25: an isolated molecule of C5H12O (ωB97M-V with the def2-TZVPD basis set).

Geometry (Å):
C  1.914  -0.313  -0.338
O  2.324  0.198  0.903
C  0.588  0.221  -0.903
C  -0.540  0.227  0.166
C  -1.667  1.222  -0.263
C  -1.063  -1.169  0.629
H  2.652  -0.077  -1.103
H  1.873  -1.401  -0.232
H  1.978  -0.294  1.649
H  0.765  1.292  -1.058
H  0.332  -0.413  -1.769
H  -0.071  0.642  1.054
H  -2.709  0.870  -0.153
H  -1.426  1.492  -1.306
H  -1.708  2.217  0.196
H  -1.527  -1.162  1.624
H  -1.590  -1.846  -0.027
H  -0.124  -1.705  0.931

Max |F| (hartree/bohr): 0.0515
SMILES: CC(C)CCO
Highest occupied orbital energy (Eh): -0.3736
Kohn-Sham gap (Eh): 0.408
Relative energy (zero: lowest compared OMol25 entry of this formula, charge and spin) (kJ/mol): 101.2


Entry from OMol25: a cluster of 2 separate species, C2H5ClN2S in total (ωB97M-V with the def2-TZVPD basis set).

Geometry (Å):
C  0.215  0.878  -0.171
C  -0.276  -0.424  0.046
N  1.472  1.112  -0.107
N  -1.918  -2.339  0.064
S  -1.874  -0.812  -0.191
Cl  3.210  -1.279  -0.089
H  -0.530  1.650  -0.401
H  0.404  -1.223  0.297
H  1.756  2.069  -0.284
H  -2.843  -2.734  -0.049
H  2.470  -0.144  -0.060

Max |F| (hartree/bohr): 0.0373
Highest occupied orbital energy (alpha / beta) (Eh): -0.3349 / -0.3348
Kohn-Sham gap (alpha / beta) (Eh): 0.285 / 0.285
Relative energy (zero: lowest compared OMol25 entry of this formula, charge and spin) (kJ/mol): 149.9


Entry from OMol25: an isolated molecule of C4H3FS (ωB97M-V with the def2-TZVPD basis set).

Geometry (Å):
C  -0.294  0.597  0.466
C  -0.757  -0.119  -0.678
C  0.806  0.498  1.197
C  -0.244  -1.024  -1.483
F  1.789  -0.285  0.849
S  0.267  -2.269  -2.205
H  -0.995  1.245  0.809
H  -1.805  0.105  -0.948
H  1.232  1.251  1.992

Max |F| (hartree/bohr): 0.0628
SMILES: F/C=C\C=C=S
Highest occupied orbital energy (Eh): -0.2934
Kohn-Sham gap (Eh): 0.289
Relative energy (zero: lowest compared OMol25 entry of this formula, charge and spin) (kJ/mol): 166.4


Entry from OMol25: a cluster of 2 separate species, C16H26FIN2O6 in total (ωB97M-V with the def2-TZVPD basis set).

Geometry (Å):
C  4.499  1.202  1.420
C  3.261  1.491  0.435
O  2.840  2.884  0.429
C  1.643  3.044  -0.392
C  0.390  2.993  0.610
O  -0.915  3.124  -0.012
C  -1.142  2.146  -1.035
C  -1.149  0.630  -0.527
C  -1.161  0.021  0.886
N  -1.119  -1.427  0.944
C  -1.078  -2.224  2.205
O  -1.872  -1.688  3.278
C  -1.138  -0.767  4.092
C  -1.883  0.610  4.528
O  0.032  -0.918  4.507
C  -1.125  -1.809  -0.448
C  -1.107  -3.356  -0.819
C  0.416  -3.878  -0.545
O  1.335  -3.092  -0.910
I  0.885  -5.796  0.382
N  -1.147  -0.634  -1.306
C  -1.182  -0.720  -2.814
C  -2.647  -0.200  -3.315
C  -3.365  -1.200  -4.340
F  -2.562  1.138  -3.843
H  4.432  1.794  2.415
H  4.576  0.090  1.725
H  5.518  1.466  0.940
H  2.417  0.764  0.745
H  3.616  1.224  -0.626
H  1.592  2.235  -1.221
H  1.678  4.107  -0.830
H  0.524  2.074  1.278
H  0.503  3.909  1.312
H  -0.455  2.261  -1.960
H  -2.208  2.352  -1.443
H  -1.166  0.758  1.765
H  -1.509  -3.267  1.945
H  0.022  -2.398  2.469
H  -1.589  0.895  5.597
H  -1.635  1.478  3.811
H  -3.013  0.421  4.498
H  -1.755  -3.935  -0.054
H  -1.423  -3.606  -1.885
H  -0.920  -1.758  -3.206
H  -0.416  0.010  -3.287
H  -3.298  -0.193  -2.359
H  -3.110  -1.023  -5.441
H  -4.505  -1.022  -4.247
H  -3.173  -2.291  -4.062
O  7.072  0.960  -0.233
H  7.520  1.122  -1.059

Max |F| (hartree/bohr): 0.1262
Highest occupied orbital energy (Eh): -0.1486
Kohn-Sham gap (Eh): 0.074
Relative energy (zero: lowest compared OMol25 entry of this formula, charge and spin) (kJ/mol): 0.0


Entry from OMol25: a cluster of 2 separate species, C2H8NO in total (ωB97M-V with the def2-TZVPD basis set).

Geometry (Å):
O  -0.059  -1.960  1.550
H  -0.273  -1.833  2.466
C  -1.163  0.347  -0.473
N  0.054  0.507  0.307
C  1.218  0.576  -0.528
H  -1.948  -0.030  0.166
H  -1.482  1.285  -0.948
H  -1.002  -0.330  -1.338
H  0.023  -0.226  1.035
H  1.362  -0.306  -1.176
H  2.081  0.540  0.148
H  1.189  1.432  -1.210

Max |F| (hartree/bohr): 0.0349
Net charge: -1
Highest occupied orbital energy (Eh): -0.0971
Kohn-Sham gap (Eh): 0.261
Relative energy (zero: lowest compared OMol25 entry of this formula, charge and spin) (kJ/mol): 59.6


Entry from OMol25: a structure of composition C39H57BFeGeN7O3S4Se (ωB97M-V with the def2-TZVPD basis set).

Geometry (Å):
Fe  2.615  0.522  0.822
C  2.221  -3.849  -1.154
C  0.807  -3.536  -0.839
C  -0.196  -4.463  -0.901
C  -1.530  -4.082  -0.597
N  -1.788  -2.883  -0.151
N  -0.825  -1.974  -0.078
B  -1.199  -0.584  0.394
N  -1.483  0.376  -0.721
N  -1.741  -0.282  -1.848
C  -2.171  0.332  -2.910
C  -2.366  1.731  -2.884
C  -2.097  2.448  -1.747
C  -2.313  3.906  -1.679
C  -1.625  1.725  -0.604
S  -1.303  2.469  0.861
C  -2.440  -0.554  -4.106
C  -3.077  0.208  -5.267
C  -3.366  -1.693  -3.655
C  -1.087  -1.128  -4.552
N  -0.700  -0.189  1.735
N  -2.010  -0.468  1.649
C  -2.847  -0.433  2.644
C  -2.272  -0.056  3.890
C  -0.924  0.162  4.033
C  -0.306  0.516  5.328
C  -0.053  0.005  2.888
S  1.619  -0.049  3.000
C  -4.291  -0.784  2.441
C  -4.560  -1.039  0.959
C  -4.600  -2.055  3.245
C  -5.192  0.361  2.925
C  0.445  -2.206  -0.478
S  1.535  -0.911  -0.602
C  -2.676  -5.040  -0.813
C  -2.482  -6.268  0.085
C  -4.017  -4.380  -0.494
C  -2.662  -5.442  -2.298
H  2.358  -4.915  -1.299
H  2.872  -3.514  -0.349
H  2.516  -3.319  -2.058
H  0.025  -5.478  -1.190
H  -2.742  2.237  -3.755
H  -3.099  4.209  -2.365
H  -1.401  4.430  -1.988
H  -2.552  4.229  -0.669
H  -4.015  0.671  -4.970
H  -3.289  -0.487  -6.075
H  -2.406  0.968  -5.657
H  -4.354  -1.310  -3.414
H  -2.956  -2.177  -2.771
H  -3.466  -2.428  -4.450
H  -0.396  -0.322  -4.791
H  -1.219  -1.740  -5.441
H  -0.655  -1.736  -3.761
H  -2.921  0.042  4.746
H  -1.053  0.631  6.106
H  0.269  1.437  5.226
H  0.405  -0.257  5.620
H  -3.913  -1.820  0.571
H  -4.408  -0.133  0.378
H  -5.592  -1.350  0.834
H  -3.972  -2.882  2.920
H  -5.639  -2.322  3.078
H  -4.453  -1.904  4.311
H  -4.934  1.296  2.434
H  -5.139  0.501  4.001
H  -6.219  0.115  2.669
H  -2.520  -5.983  1.134
H  -1.532  -6.758  -0.107
H  -3.276  -6.985  -0.103
H  -4.078  -4.117  0.557
H  -4.828  -5.067  -0.717
H  -4.157  -3.486  -1.094
H  -1.726  -5.914  -2.579
H  -2.813  -4.566  -2.925
H  -3.469  -6.143  -2.493
C  8.180  0.488  2.002
Ge  6.257  0.563  1.528
C  5.145  -0.950  2.189
C  5.282  2.177  2.151
C  6.126  0.475  -0.499
Se  4.425  1.074  -1.256
C  4.813  2.963  -1.381
H  8.303  0.486  3.081
H  8.703  1.353  1.601
H  8.638  -0.414  1.606
H  5.033  -0.901  3.270
H  5.558  -1.922  1.939
H  4.138  -0.875  1.741
H  5.299  2.212  3.237
H  4.238  2.106  1.820
H  5.715  3.102  1.780
H  6.254  -0.566  -0.796
H  6.911  1.067  -0.971
H  4.710  3.438  -0.408
H  4.097  3.404  -2.081
H  5.827  3.089  -1.757
O  0.311  5.227  -2.371
S  1.552  4.678  -1.918
O  2.598  4.477  -2.876
N  1.277  3.205  -1.184
C  1.703  3.235  0.036
O  1.738  2.216  0.797
C  2.235  4.524  0.529
C  2.734  4.785  1.795
C  3.219  6.060  2.044
C  3.196  7.036  1.057
C  2.680  6.767  -0.210
C  2.205  5.500  -0.453
H  2.732  4.020  2.559
H  3.617  6.297  3.018
H  3.590  8.018  1.274
H  2.667  7.523  -0.977

Max |F| (hartree/bohr): 0.0561
<S²>: 8.7708
Net charge: +2
Highest occupied orbital energy (alpha / beta) (Eh): -0.4492 / -0.4485
Kohn-Sham gap (alpha / beta) (Eh): 0.230 / 0.166
2S+1: 6


Entry from OMol25: an isolated molecule of C17H19N5O3 (ωB97M-V with the def2-TZVPD basis set).

Geometry (Å):
C  2.239  0.167  4.770
H  1.204  0.076  5.115
O  2.688  -1.019  4.160
C  2.071  -1.444  3.028
C  0.987  -0.812  2.430
C  0.440  -1.339  1.267
C  0.955  -2.489  0.695
C  2.034  -3.117  1.296
C  2.587  -2.606  2.450
H  3.427  -3.083  2.928
H  2.447  -4.013  0.857
H  0.521  -2.879  -0.212
N  -0.677  -0.690  0.672
C  -0.496  0.210  -0.310
N  0.680  0.609  -0.786
C  0.363  1.486  -1.766
C  -1.012  1.628  -1.896
C  -1.612  2.464  -2.875
O  -2.793  2.648  -3.106
N  -0.618  3.108  -3.621
C  0.757  3.016  -3.527
O  1.491  3.645  -4.257
N  1.238  2.165  -2.556
C  2.667  2.006  -2.400
H  2.829  1.282  -1.606
H  3.121  2.964  -2.145
H  3.104  1.655  -3.335
H  -0.948  3.732  -4.348
N  -1.551  0.789  -0.930
C  -2.930  0.507  -0.645
C  -3.020  -0.902  -0.051
C  -2.740  -1.965  -1.111
H  -2.799  -2.960  -0.676
H  -1.749  -1.832  -1.538
H  -3.470  -1.897  -1.914
C  -2.022  -1.003  1.111
H  -2.326  -0.318  1.916
H  -2.012  -2.018  1.516
H  -4.027  -1.051  0.349
H  -3.322  1.249  0.063
H  -3.501  0.595  -1.573
H  0.561  0.091  2.838
H  2.891  0.321  5.629
H  2.325  1.023  4.093

Max |F| (hartree/bohr): 0.0271
SMILES: COc1cccc(N2C[C@H](C)Cn3c2nc2c3c(=O)[nH]c(=O)n2C)c1
Highest occupied orbital energy (Eh): -0.2803
Kohn-Sham gap (Eh): 0.299
Relative energy (zero: lowest compared OMol25 entry of this formula, charge and spin) (kJ/mol): 0.0


Entry from OMol25: an isolated molecule of C2H2N2O (ωB97M-V with the def2-TZVPD basis set).

Geometry (Å):
C  -0.634  0.508  -0.037
C  0.745  0.173  0.057
H  -0.915  1.542  -0.033
H  1.598  1.028  -0.044
N  0.928  -1.133  0.018
N  -1.294  -0.586  0.069
O  -0.429  -1.532  -0.030

Max |F| (hartree/bohr): 0.0780
SMILES: c1cnon1
Highest occupied orbital energy (Eh): -0.4180
Kohn-Sham gap (Eh): 0.441
Relative energy (zero: lowest compared OMol25 entry of this formula, charge and spin) (kJ/mol): 301.8


Entry from OMol25: a structure of composition C26H26BrMnN2O4 (ωB97M-V with the def2-TZVPD basis set).

Geometry (Å):
Mn  -0.195  -0.667  -0.191
C  3.110  -1.488  -0.460
O  2.162  -0.425  -0.247
C  2.614  0.863  -0.263
C  3.935  1.245  -0.152
C  4.241  2.603  -0.160
Br  6.043  3.132  -0.018
C  3.257  3.560  -0.266
C  1.922  3.168  -0.380
C  1.611  1.816  -0.386
O  0.325  1.375  -0.516
C  0.812  4.115  -0.493
N  -0.437  3.708  -0.566
C  -1.220  4.854  -0.661
C  -2.601  5.004  -0.770
C  -3.095  6.290  -0.852
C  -2.242  7.407  -0.829
C  -0.872  7.271  -0.725
C  -0.385  5.971  -0.643
N  0.905  5.464  -0.534
H  3.711  -1.272  -1.342
H  2.517  -2.384  -0.614
H  3.748  -1.602  0.416
H  4.724  0.512  -0.061
H  3.531  4.608  -0.266
H  -0.291  2.236  -0.554
H  -3.254  4.142  -0.796
H  -4.162  6.446  -0.940
H  -2.670  8.398  -0.897
H  -0.217  8.132  -0.711
H  1.753  6.004  -0.508
C  -3.238  -1.509  -0.365
O  -2.417  -0.467  0.194
C  -2.628  -0.260  1.595
C  -1.694  -1.122  2.396
O  -0.366  -0.742  2.024
C  0.640  -1.442  2.766
H  -4.286  -1.249  -0.224
H  -3.013  -2.472  0.093
H  -3.007  -1.565  -1.424
H  -3.664  -0.474  1.860
H  -2.425  0.792  1.794
H  -1.841  -2.185  2.184
H  -1.845  -0.944  3.463
H  0.501  -1.263  3.832
H  1.604  -1.051  2.454
H  0.589  -2.511  2.554
C  -0.123  -2.594  -0.759
C  -0.139  -3.810  -0.712
C  -0.156  -5.253  -0.733
C  -0.417  -5.937  -1.921
C  -0.434  -7.323  -1.940
C  -0.192  -8.041  -0.776
C  0.070  -7.368  0.409
C  0.088  -5.982  0.432
H  -0.603  -5.372  -2.825
H  -0.636  -7.845  -2.866
H  -0.207  -9.124  -0.793
H  0.261  -7.924  1.318
H  0.295  -5.452  1.353

Max |F| (hartree/bohr): 0.0108
<S²>: 8.7588
Net charge: +1
Highest occupied orbital energy (alpha / beta) (Eh): -0.3848 / -0.3896
Kohn-Sham gap (alpha / beta) (Eh): 0.290 / 0.294
2S+1: 6